Entry from the OMol25 dataset: 3 unconnected molecules or ions with the total composition C23H38N2O8S (ωB97M-V/def2-TZVPD).

## Properties
Total charge: +2
Highest occupied orbital energy, eV: -12.892
Total energy, eV: -54635.299

Positions of all 72 atoms, in Å:
C (6.646, -2.161, 1.147)
C (6.634, -0.620, 0.647)
O (6.156, -0.373, -0.485)
O (7.131, 0.330, 1.576)
C (7.390, 1.616, 0.965)
C (6.163, 2.618, 1.280)
N (4.824, 1.922, 1.222)
C (4.134, 1.954, -0.052)
C (2.772, 1.264, -0.261)
C (2.109, 0.537, 0.951)
C (0.694, -0.179, 0.915)
C (-0.001, -0.400, -0.471)
C (-1.391, -1.090, -0.474)
N (-2.050, -1.533, 0.750)
C (-3.392, -2.238, 0.735)
S (-3.023, -4.074, 0.626)
O (-3.199, -4.607, -0.785)
O (-3.832, -4.826, 1.656)
C (-1.446, -1.351, 2.067)
C (-0.033, -0.662, 2.218)
C (2.876, 0.515, 2.320)
C (4.235, 1.253, 2.375)
H (6.509, -2.900, 0.292)
H (5.765, -2.299, 1.879)
H (7.622, -2.433, 1.686)
H (7.692, 1.580, -0.133)
H (8.300, 2.058, 1.527)
H (6.102, 3.506, 0.545)
H (6.272, 3.108, 2.322)
H (4.630, 2.521, -0.923)
H (2.216, 1.287, -1.251)
H (0.520, -0.079, -1.434)
H (-1.893, -1.243, -1.490)
H (-3.875, -1.991, 1.756)
H (-4.041, -1.879, -0.133)
H (-1.669, -4.214, 0.945)
H (-1.981, -1.740, 3.011)
H (0.413, -0.562, 3.264)
H (2.447, -0.019, 3.225)
H (4.835, 1.305, 3.354)
C (-2.122, -1.153, -7.666)
O (-1.485, -2.295, -7.108)
C (-0.558, -1.953, -6.082)
C (-1.139, -2.226, -4.699)
O (-2.222, -1.340, -4.409)
C (-3.490, -1.970, -4.557)
H (-2.945, -1.495, -8.295)
H (-2.526, -0.495, -6.892)
H (-1.414, -0.600, -8.287)
H (-0.238, -0.909, -6.177)
H (0.322, -2.588, -6.225)
H (-0.362, -2.036, -3.950)
H (-1.452, -3.270, -4.605)
H (-3.656, -2.672, -3.733)
H (-3.570, -2.495, -5.511)
H (-4.261, -1.198, -4.520)
C (-5.803, 2.820, 2.948)
O (-5.016, 3.721, 3.712)
C (-4.334, 3.073, 4.785)
C (-2.862, 2.858, 4.454)
O (-2.701, 1.905, 3.399)
C (-2.413, 2.520, 2.151)
H (-6.134, 3.338, 2.046)
H (-5.234, 1.934, 2.652)
H (-6.684, 2.519, 3.520)
H (-4.822, 2.126, 5.042)
H (-4.406, 3.734, 5.653)
H (-2.362, 2.444, 5.335)
H (-2.375, 3.805, 4.203)
H (-1.386, 2.900, 2.154)
H (-3.108, 3.333, 1.931)
H (-2.502, 1.762, 1.368)

***

Entry from the OMol25 dataset: 8 unconnected molecules or ions with the total composition C23H38N4O5 (ωB97M-V/def2-TZVPD).

## Properties
Total charge: 0
ΔE to the lowest compared entry with this formula, charge and spin, eV: 3.9567
Highest occupied orbital energy, eV: -8.225
SMILES: c1cc[nH]c1.c1cc[nH]c1.c1cc[nH]c1.c1cc[nH]c1.O=C1CCCO1.CO.CO.CO
Total energy, eV: -40661.134

Positions of all 70 atoms, in Å:
C (-2.477, -3.762, -0.100)
C (-2.499, -3.582, -1.466)
C (-1.556, -4.490, -1.977)
N (-1.116, -5.227, -0.898)
C (-1.745, -4.879, 0.253)
H (-2.885, -3.087, 0.639)
H (-2.968, -2.784, -2.022)
H (-1.148, -4.716, -2.952)
H (-0.439, -5.975, -0.943)
H (-1.483, -5.336, 1.196)
C (-1.049, -3.659, 7.166)
C (-0.297, -3.521, 6.031)
C (-1.071, -2.792, 5.159)
N (-2.322, -2.636, 5.739)
C (-2.296, -3.202, 6.959)
H (-0.711, -4.048, 8.115)
H (0.746, -3.790, 6.110)
H (-0.884, -2.374, 4.181)
H (-3.121, -2.218, 5.283)
H (-3.197, -3.173, 7.554)
C (7.982, 2.402, 3.412)
C (7.092, 1.488, 2.851)
C (5.823, 1.985, 2.935)
N (5.958, 3.197, 3.614)
C (7.252, 3.448, 3.939)
H (9.059, 2.374, 3.351)
H (7.272, 0.569, 2.314)
H (4.869, 1.610, 2.594)
H (5.180, 3.725, 3.981)
H (7.608, 4.328, 4.456)
C (4.114, -1.861, -4.584)
C (4.878, -2.078, -5.788)
C (4.084, -2.880, -6.587)
N (2.931, -3.157, -5.953)
C (2.858, -2.485, -4.739)
H (4.357, -1.230, -3.742)
H (5.902, -1.830, -6.025)
H (4.278, -3.393, -7.517)
H (2.170, -3.677, -6.366)
H (1.987, -2.506, -4.100)
O (-6.465, 0.730, -1.907)
C (-6.325, 1.858, -2.448)
C (-5.146, 2.875, -2.215)
C (-5.300, 3.846, -3.395)
C (-6.763, 3.638, -3.795)
O (-7.198, 2.391, -3.338)
H (-5.235, 3.329, -1.228)
H (-4.228, 2.286, -2.214)
H (-5.218, 4.885, -3.077)
H (-4.648, 3.748, -4.263)
H (-7.407, 4.338, -3.263)
H (-6.854, 3.737, -4.876)
C (0.383, -0.309, -0.226)
O (-0.319, 0.823, -0.671)
H (0.595, -1.010, -1.033)
H (1.339, -0.076, 0.243)
H (-0.241, -0.872, 0.467)
H (-0.985, 0.960, 0.006)
C (2.909, 3.631, -2.231)
O (1.697, 3.958, -1.657)
H (3.470, 2.837, -1.737)
H (2.840, 3.269, -3.256)
H (3.465, 4.568, -2.204)
H (1.161, 3.172, -1.532)
C (-3.042, 3.131, 3.056)
O (-2.912, 1.969, 2.239)
H (-3.982, 3.655, 2.889)
H (-3.055, 2.762, 4.082)
H (-2.228, 3.840, 2.908)
H (-3.437, 1.253, 2.603)

***

Entry from the OMol25 dataset: 6 unconnected molecules or ions with the total composition C23H38O12 (ωB97M-V/def2-TZVPD).

## Properties
Total charge: 0
Highest occupied orbital energy, eV: -9.785
SMILES: COC(=O)OC.O=C1CCCO1.O=C1CCCO1.O=C1CCCO1.O=C1CCCO1.C1CCOC1
Total energy, eV: -49034.831

Positions of all 73 atoms, in Å:
C (-4.137, -3.141, 4.158)
O (-3.320, -3.609, 3.141)
C (-2.129, -3.030, 2.905)
O (-1.604, -2.212, 3.609)
O (-1.448, -3.651, 1.841)
C (-0.121, -3.354, 1.458)
H (-5.201, -3.233, 3.939)
H (-4.010, -2.109, 4.487)
H (-3.935, -3.778, 5.019)
H (0.307, -4.270, 1.051)
H (0.427, -3.103, 2.366)
H (-0.253, -2.495, 0.799)
O (-6.742, 0.370, -4.523)
C (-5.797, 0.309, -3.753)
C (-4.991, -0.851, -3.337)
C (-4.136, -0.395, -2.183)
C (-4.137, 1.107, -2.392)
O (-5.244, 1.413, -3.250)
H (-5.731, -1.576, -2.999)
H (-4.452, -1.167, -4.230)
H (-4.586, -0.577, -1.207)
H (-3.126, -0.797, -2.270)
H (-4.328, 1.736, -1.522)
H (-3.264, 1.345, -2.999)
O (0.424, 1.691, 3.082)
C (1.139, 2.381, 3.837)
C (0.763, 2.930, 5.229)
C (1.392, 4.292, 5.218)
C (2.682, 3.989, 4.378)
O (2.284, 3.049, 3.359)
H (-0.316, 2.964, 5.376)
H (1.142, 2.237, 5.980)
H (0.863, 5.042, 4.632)
H (1.675, 4.640, 6.212)
H (3.300, 4.771, 3.936)
H (3.227, 3.466, 5.164)
O (5.390, -1.501, 2.115)
C (5.023, -0.586, 1.429)
C (3.757, 0.238, 1.503)
C (3.622, 0.706, 0.090)
C (5.128, 0.789, -0.357)
O (5.734, -0.259, 0.310)
H (3.059, -0.446, 1.986)
H (4.022, 1.028, 2.206)
H (3.008, 0.070, -0.547)
H (3.238, 1.707, -0.108)
H (5.084, 0.316, -1.338)
H (5.545, 1.796, -0.325)
O (-1.099, 3.316, -1.737)
C (-0.932, 2.243, -1.193)
C (-0.918, 1.938, 0.311)
C (-0.396, 0.559, 0.309)
C (-0.296, 0.077, -1.130)
O (-0.611, 1.167, -1.891)
H (-0.323, 2.653, 0.879)
H (-1.900, 2.088, 0.759)
H (0.606, 0.618, 0.733)
H (-0.859, -0.229, 0.903)
H (0.760, -0.152, -1.269)
H (-0.899, -0.800, -1.367)
C (1.788, -1.278, -5.402)
C (0.961, -2.489, -5.062)
C (0.396, -2.180, -3.721)
O (1.449, -1.491, -3.147)
C (2.334, -0.837, -4.056)
H (1.214, -0.410, -5.724)
H (2.604, -1.426, -6.110)
H (1.459, -3.457, -5.016)
H (0.171, -2.687, -5.787)
H (0.046, -3.033, -3.139)
H (-0.416, -1.454, -3.768)
H (3.344, -1.223, -3.915)
H (2.292, 0.246, -3.935)

***

Entry from the OMol25 dataset: 2 unconnected molecules or ions with the total composition C23H39BF12N2O10S2 (ωB97M-V/def2-TZVPD).

## Properties
Total charge: 0
Highest occupied orbital energy, eV: -8.406
Total energy, eV: -102893.492

Positions of all 89 atoms, in Å:
C (5.305, -0.328, 0.775)
C (4.902, 0.815, -0.178)
C (4.033, 1.895, 0.490)
C (3.138, 2.672, -0.487)
O (1.755, 2.695, -0.091)
C (0.843, 1.878, -0.820)
C (1.370, 0.434, -1.045)
B (1.915, -0.034, -2.472)
O (2.644, 0.827, -3.277)
O (1.757, -1.304, -2.926)
C (0.642, 2.600, -2.168)
N (-0.150, 3.838, -1.917)
F (-0.266, 4.548, -3.100)
C (-1.493, 3.638, -1.287)
C (-1.619, 2.199, -0.758)
C (-1.911, 1.152, -1.879)
C (-2.491, 1.686, -3.190)
C (-2.895, 2.214, 0.130)
C (-2.994, 0.953, 1.006)
O (-3.840, -0.045, 0.460)
C (-3.112, -1.243, 0.357)
C (-2.938, -2.016, 1.665)
F (-4.119, -2.159, 2.288)
F (-2.106, -1.382, 2.560)
C (-2.319, -3.405, 1.367)
F (-2.109, -4.085, 2.503)
F (-3.203, -4.081, 0.624)
C (-0.978, -3.274, 0.585)
F (-0.314, -2.168, 1.038)
F (-1.267, -3.054, -0.703)
C (0.016, -4.430, 0.600)
F (-0.619, -5.556, 0.259)
F (0.590, -4.580, 1.812)
N (-0.398, 1.872, -0.030)
C (-0.286, 2.219, 1.380)
C (0.429, 1.130, 2.199)
C (-0.103, 1.121, 3.631)
C (0.400, -0.078, 4.424)
S (-0.444, -0.193, 6.006)
O (0.463, -0.724, 6.976)
O (-1.108, 1.053, 6.266)
O (-1.579, -1.276, 5.720)
H (4.810, -0.242, 1.744)
H (6.382, -0.367, 0.942)
H (5.017, -1.296, 0.358)
H (4.368, 0.383, -1.028)
H (5.804, 1.275, -0.589)
H (4.699, 2.599, 0.997)
H (3.416, 1.422, 1.256)
H (3.454, 3.719, -0.501)
H (3.284, 2.303, -1.505)
H (0.576, -0.260, -0.756)
H (2.169, 0.251, -0.319)
H (2.425, 0.723, -4.211)
H (1.047, -1.823, -2.526)
H (1.588, 2.929, -2.588)
H (0.114, 2.031, -2.926)
H (0.424, 4.440, -1.317)
H (-1.494, 4.289, -0.408)
H (-2.294, 3.995, -1.930)
H (-1.000, 0.600, -2.115)
H (-2.610, 0.411, -1.499)
H (-1.886, 2.457, -3.671)
H (-2.570, 0.858, -3.897)
H (-3.513, 2.055, -3.056)
H (-3.740, 2.254, -0.565)
H (-2.981, 3.110, 0.749)
H (-3.280, 1.216, 2.030)
H (-1.991, 0.532, 1.084)
H (-3.594, -1.911, -0.357)
H (-2.110, -1.024, -0.021)
H (0.775, -4.183, -0.151)
H (-1.284, 2.281, 1.803)
H (0.146, 3.206, 1.588)
H (1.497, 1.354, 2.222)
H (0.235, 0.168, 1.718)
H (-1.198, 1.065, 3.600)
H (0.123, 2.059, 4.144)
H (0.210, -1.000, 3.870)
H (1.451, -0.003, 4.701)
H (-1.485, -1.680, 4.848)
C (-1.166, -4.578, -3.808)
F (-1.598, -5.751, -3.329)
F (-1.691, -4.419, -5.030)
F (-1.697, -3.611, -3.023)
S (0.677, -4.483, -3.836)
O (1.040, -5.572, -4.705)
O (1.004, -4.659, -2.432)
O (0.903, -3.147, -4.348)

***

Entry from the OMol25 dataset: a molecular structure, C23H39Cl3EuN3O3SSi (ωB97M-V/def2-TZVPD).

## Properties
Total charge: -1
ΔE to the lowest compared entry with this formula, charge and spin, eV: 2.5676
Highest occupied orbital energy (spin up / spin down), eV: -2.321 / -4.384
Total energy, eV: -110711.665
2S+1: 8

Positions of all 74 atoms, in Å:
C (-2.912, -2.598, -1.227)
C (-2.074, -2.245, -2.426)
H (-3.760, -1.900, -1.132)
H (-2.328, -2.529, -0.295)
H (-3.282, -3.638, -1.251)
C (-2.619, -2.069, -3.657)
C (-4.080, -2.144, -3.939)
H (-1.998, -1.876, -4.535)
H (-4.656, -1.599, -3.176)
H (-4.464, -3.176, -3.912)
H (-4.324, -1.711, -4.922)
Eu (0.360, -1.728, 1.217)
Cl (-0.543, -3.921, 2.296)
Cl (2.611, -2.504, -0.156)
C (3.179, -0.425, 1.789)
O (2.058, 0.037, 2.031)
N (4.251, 0.294, 1.492)
C (4.113, 1.739, 1.455)
C (5.485, -0.284, 0.972)
H (3.391, -1.523, 1.711)
H (3.602, 2.085, 2.354)
H (3.501, 2.065, 0.606)
H (5.115, 2.159, 1.378)
H (5.796, -1.091, 1.642)
H (6.242, 0.506, 0.921)
H (5.317, -0.743, -0.011)
H (-4.101, -0.030, 4.975)
H (-3.558, 0.836, 1.213)
C (-3.765, 0.939, 4.559)
C (-3.569, 1.475, 2.094)
N (-3.096, 0.752, 3.271)
H (-3.079, 1.377, 5.302)
C (-1.999, -0.036, 3.182)
O (-1.359, -0.155, 2.121)
H (-2.945, 2.342, 1.872)
H (-1.640, -0.481, 4.141)
H (-4.636, 1.599, 4.443)
H (-4.581, 1.821, 2.292)
O (-0.224, -1.998, -0.840)
C (-0.549, -2.136, -2.197)
C (-0.309, -0.258, -4.137)
C (0.182, -1.291, -3.318)
H (-1.282, 0.200, -3.998)
C (0.402, 0.250, -5.239)
H (-0.176, -3.165, -2.462)
C (1.460, -1.775, -3.663)
H (-0.053, 1.027, -5.860)
C (1.651, -0.283, -5.568)
C (2.174, -1.327, -4.785)
H (1.893, -2.553, -3.027)
H (2.182, 0.087, -6.442)
H (3.144, -1.795, -5.022)
Si (-0.268, 2.332, -1.560)
Cl (-2.055, 1.355, -1.939)
C (-0.079, 3.543, -2.962)
C (1.261, 1.180, -1.683)
C (-0.413, 2.352, 0.328)
H (0.959, 3.453, -3.345)
H (-0.229, 4.599, -2.707)
H (-0.734, 3.329, -3.820)
H (-1.126, 1.585, 0.704)
H (-0.695, 3.318, 0.762)
H (0.557, 2.026, 0.744)
H (1.460, 0.894, -2.717)
H (1.207, 0.240, -1.110)
H (2.123, 1.762, -1.328)
S (1.341, 1.729, 6.285)
C (1.381, 0.234, 7.142)
C (0.895, -0.772, 6.345)
N (0.463, -0.384, 5.098)
C (0.679, 0.900, 4.893)
H (1.725, 0.133, 8.173)
H (0.877, -1.836, 6.610)
H (0.525, 1.427, 3.957)

***

Entry from the OMol25 dataset: C23H39N3O3 in the gas phase (ωB97M-V/def2-TZVPD).

## Properties
Total charge: 0
ΔE to the lowest compared entry with this formula, charge and spin, eV: 0.0901
Highest occupied orbital energy, eV: -8.947
SMILES: O=C(NC[C@H]1CCCO1)C1CCN(C2CCN(C(=O)C3CCCCC3)CC2)CC1
Total energy, eV: -35098.447

Positions of all 68 atoms, in Å:
O (2.101, 4.861, -0.555)
C (2.336, 3.677, -0.416)
N (1.448, 2.697, -0.656)
C (0.090, 2.939, -1.067)
C (-0.172, 2.567, -2.546)
C (0.238, 1.131, -2.883)
C (-0.974, 0.343, -2.393)
C (-2.126, 1.325, -2.648)
O (-1.559, 2.619, -2.818)
C (3.705, 3.182, 0.069)
C (4.247, 1.976, -0.718)
C (4.060, 0.664, 0.054)
N (2.753, 0.668, 0.698)
C (2.214, -0.655, 1.024)
C (0.874, -0.517, 1.763)
C (0.202, -1.878, 1.978)
N (-0.007, -2.544, 0.718)
C (-1.176, -2.742, 0.053)
O (-1.177, -3.113, -1.107)
C (-2.476, -2.518, 0.816)
C (-2.921, -1.058, 0.659)
C (-4.253, -0.822, 1.365)
C (-5.325, -1.752, 0.806)
C (-4.891, -3.207, 0.952)
C (-3.558, -3.442, 0.251)
C (1.244, -2.773, 0.029)
C (1.962, -1.457, -0.261)
C (2.782, 1.592, 1.834)
C (3.655, 2.824, 1.557)
H (1.733, 1.751, -0.401)
H (-0.593, 2.367, -0.432)
H (-0.119, 4.003, -0.936)
H (0.318, 3.305, -3.188)
H (0.341, 1.030, -3.964)
H (1.174, 0.838, -2.413)
H (-0.885, 0.125, -1.328)
H (-1.113, -0.600, -2.917)
H (-2.671, 1.081, -3.566)
H (-2.843, 1.348, -1.819)
H (4.376, 4.037, -0.052)
H (3.742, 1.911, -1.682)
H (5.312, 2.111, -0.914)
H (4.862, 0.535, 0.797)
H (4.133, -0.166, -0.647)
H (2.915, -1.216, 1.672)
H (1.017, -0.057, 2.740)
H (0.216, 0.122, 1.171)
H (-0.738, -1.734, 2.508)
H (0.852, -2.508, 2.598)
H (-2.341, -2.752, 1.875)
H (-3.032, -0.844, -0.406)
H (-2.165, -0.383, 1.065)
H (-4.556, 0.219, 1.235)
H (-4.135, -1.005, 2.436)
H (-5.483, -1.526, -0.250)
H (-6.269, -1.588, 1.330)
H (-5.649, -3.866, 0.527)
H (-4.794, -3.451, 2.013)
H (-3.657, -3.251, -0.819)
H (-3.246, -4.481, 0.373)
H (1.018, -3.290, -0.905)
H (1.874, -3.415, 0.655)
H (2.895, -1.695, -0.770)
H (1.346, -0.860, -0.934)
H (3.161, 1.088, 2.739)
H (1.760, 1.922, 2.030)
H (3.268, 3.668, 2.128)
H (4.677, 2.641, 1.895)